Below is one molecule with the formula C3H3NO in a non-equilibrium geometry, with properties calculated with ωB97M-V/def2-TZVPD.

DFT total energy (eV): -6695.0234
HOMO energy (eV): -11.40
SMILES: N#C[C@H]1CO1
Orbital gap (eV): 12.24
Total charge: 0
Lowest unoccupied orbital energy (eV): 0.84
Relative energy (zero: lowest compared OMol25 entry of this formula, charge and spin) (kJ/mol): 141.7
Max |F| (eV/Å): 1.10

Positions of all 8 atoms, in Å:
H  0.13442  0.21899  1.54973
C  0.58080  -0.35452  0.74019
H  0.47750  -0.46549  -1.48944
C  -0.06249  -0.25451  -0.57048
C  -1.00477  0.85050  -0.64210
N  -1.50299  1.89421  -0.62113
O  -0.27442  -1.37708  0.25624
H  1.65196  -0.51210  0.77700

These are the Mulliken partial charges, in e, on atoms 1 to 4: 0.257 -0.370 0.334 0.222

***

Below is a 2-piece molecular cluster, C3H3NO overall, with properties calculated with ωB97M-V/def2-TZVPD.

DFT total energy (eV): -6686.9985
HOMO energy (alpha / beta) (eV): -8.63 / -9.23
Orbital gap (alpha / beta) (eV): 8.38 / 8.17
Total charge: 0
Lowest unoccupied orbital energy (alpha / beta) (eV): -0.26 / -1.06
Relative energy (zero: lowest compared OMol25 entry of this formula, charge and spin) (kJ/mol): 916.0
Max |F| (eV/Å): 0.94

Positions of all 8 atoms, in Å:
H  2.21071  -1.36639  1.35678
C  0.74558  0.25232  0.72696
N  -1.56935  1.73577  -0.69559
C  -1.05362  -0.61400  -0.62007
H  -0.66854  -1.15058  -1.49439
O  -1.41266  0.55477  -0.89649
H  0.20139  1.17097  0.55185
C  1.54651  -0.58285  1.07095

These are the Mulliken partial charges, in e, on atoms 1 to 4: 0.387 -0.485 -0.221 -0.100

***

Below is one molecule with the formula C3H3NO in a non-equilibrium geometry, with properties calculated with ωB97M-V/def2-TZVPD.

DFT total energy (eV): -6693.6924
HOMO energy (eV): -8.52
SMILES: C=NC=C=O
Orbital gap (eV): 9.14
Total charge: 0
Lowest unoccupied orbital energy (eV): 0.62
Relative energy (zero: lowest compared OMol25 entry of this formula, charge and spin) (kJ/mol): 270.1
Max |F| (eV/Å): 4.96

Positions of all 8 atoms, in Å:
C  2.75715  -0.04299  -0.62573
O  3.51566  0.18530  0.22996
C  1.67171  -0.18901  -1.26882
N  0.75211  0.35871  -0.25377
C  0.33829  0.21836  0.97138
H  0.83548  -0.35200  1.64928
H  -0.55876  0.78973  1.27545
H  1.29390  -0.25073  -2.26649

These are the Mulliken partial charges, in e, on atoms 1 to 4: 0.773 -0.389 -0.609 -0.365

***

- Look up the relative energy (zero: lowest compared OMol25 entry of this formula, charge and spin) of the third one.
  270.1 kJ/mol

***

- Which of these has the lowest max |F|?
  number 2